{
  "formula": "C19H30O5",
  "method": "ωB97M-V with the def2-TZVPD basis set",
  "elements": ["C", "C", "C", "C", "O", "C", "C", "O", "C", "C", "O", "C", "C", "C", "C", "C", "C", "C", "C", "C", "C", "O", "C", "O", "H", "H", "H", "H", "H", "H", "H", "H", "H", "H", "H", "H", "H", "H", "H", "H", "H", "H", "H", "H", "H", "H", "H", "H", "H", "H", "H", "H", "H", "H"],
  "xyz": [[3.979301, 0.053233, 1.520906], [4.316808, 0.755529, 0.105960], [4.225563, -0.072662, -1.128434], [2.693471, -0.648753, -1.414526], [1.869459, 0.340981, -1.808110], [0.436236, 0.132725, -1.849455], [-0.405129, 1.394642, -1.735211], [-0.725131, 1.978271, -0.747149], [0.323222, 2.361896, 0.112193], [-0.128062, 2.955513, 1.465769], [-0.628453, 2.317039, 2.507823], [-1.819312, 1.442647, 2.088253], [-1.385465, -0.159629, 1.411887], [-0.231654, -0.632754, 1.949057], [0.134829, -1.962241, 1.370588], [-0.867789, -2.463167, 0.588822], [-2.008104, -1.873096, -0.001288], [-2.287922, -0.512902, 0.692391], [-3.527275, 0.108164, 0.312050], [-4.547813, -0.583094, -0.662560], [-3.830107, -0.398246, -2.089937], [-0.390192, -3.540271, 0.212926], [0.924478, -3.754275, 0.621483], [1.189676, -2.539139, 1.586492], [4.023207, 0.804183, 2.208051], [4.860369, -0.664717, 1.489790], [3.012212, -0.491415, 1.569914], [5.028355, 1.282059, 0.171908], [3.461037, 1.616196, -0.062156], [4.566706, 0.218248, -1.944313], [4.713478, -0.956411, -1.049126], [2.781360, -1.359876, -2.268799], [2.311315, -1.273486, -0.484905], [0.337845, -0.420545, -2.851328], [-0.012881, -0.388819, -1.199187], [-1.387681, 1.443759, -2.208564], [0.186890, 2.252925, -2.373429], [0.867628, 1.595613, 0.576275], [1.094856, 2.975924, -0.170968], [-1.003347, 3.677376, 1.453685], [0.606606, 3.647803, 1.944084], [-2.148339, 1.346965, 3.196277], [-2.377627, 1.948375, 1.413465], [0.584245, 0.025219, 2.481899], [-2.669308, -2.213476, -0.772113], [-4.192392, -0.035323, 1.238076], [-3.343218, 1.269239, -0.022701], [-4.653598, -1.733548, -0.590341], [-5.481751, -0.130698, -0.749261], [-3.787021, 0.811838, -2.447314], [-4.514531, -0.864679, -3.043143], [-2.833143, -0.739770, -2.191228], [1.764571, -3.765851, 0.021268], [0.893519, -4.577518, 1.554243]],
  "atomic_forces_ev_per_a": [[1.4582, -2.3057, -4.6789], [-13.7389, -4.0944, -0.2092], [-6.7207, -2.9389, 6.2401], [2.1203, -1.9873, 1.2191], [-2.1309, 2.6217, 0.9546], [2.9564, 2.5654, -6.3170], [3.8452, -0.8538, -14.0547], [-1.7401, 5.5549, 14.0164], [-1.9347, -0.3789, 4.2321], [-1.3363, 5.9396, -1.5065], [-1.8971, -6.2401, 1.5295], [4.8272, -2.8256, 5.0422], [5.3193, 10.3353, 9.4841], [4.4244, -3.1286, -1.1422], [-6.7266, 12.1281, 4.3073], [-3.5894, 4.9286, -0.9920], [1.4136, 2.8181, 4.0409], [-5.8233, -9.1898, -10.0190], [-4.2119, 2.3040, 0.9473], [4.8671, -1.7545, -3.1049], [-4.0732, 2.5039, -3.2954], [3.7818, -9.3356, -4.6186], [-1.6738, -1.5379, 7.3742], [4.2916, -4.9676, -1.6345], [0.3556, 1.6451, 2.2792], [-1.1910, 0.4893, 1.2230], [0.7262, 0.3863, -0.2314], [10.5156, 6.7351, 1.0661], [1.6474, -1.8354, 0.4118], [2.7714, 3.9197, -7.2512], [1.8331, -3.1218, 0.9388], [0.1950, -0.1333, 0.4881], [0.6665, 1.3159, -1.4974], [-0.7460, 1.0529, 1.1269], [-2.0220, -5.1095, 5.7528], [0.1903, -1.8008, -1.6849], [-0.4460, -1.8350, 0.0128], [0.8221, -2.5291, -0.3815], [1.2827, 1.9522, -2.2387], [0.8551, 0.5480, -2.2640], [0.4728, -0.7070, -0.9849], [-0.6474, -0.3857, -2.3546], [-1.8447, 1.7376, -1.6347], [-2.1204, -1.3669, -0.8412], [0.2998, -0.7836, 0.0274], [1.0125, 1.4890, -0.4830], [-0.9599, -2.8973, 0.8672], [0.0306, 1.9368, 0.6299], [-1.4626, 0.8478, 0.4462], [-0.1486, -3.1690, 1.3013], [1.9362, 0.9893, 2.6773], [0.8353, -0.5154, 0.1312], [1.0471, -0.3036, -2.1024], [0.3850, 1.2874, -3.2450]],
  "nbo_charge": [-0.61, -0.32, -0.39, -0.03, -0.56, -0.10, -0.02, -0.50, -0.15, -0.08, -0.55, -0.09, -0.07, -0.30, 0.33, 0.18, -0.28, 0.00, -0.45, -0.40, -0.62, -0.47, 0.21, -0.46, 0.21, 0.20, 0.21, 0.16, 0.16, 0.20, 0.18, 0.14, 0.14, 0.18, 0.18, 0.21, 0.09, 0.19, 0.20, 0.15, 0.19, 0.21, 0.17, 0.24, 0.23, 0.23, 0.23, 0.21, 0.22, 0.20, 0.20, 0.20, 0.19, 0.18],
  "max_force_ev_per_a": 15.2,
  "de_lowest_kcal_mol": 361.07,
  "homo_energy_ev": -7.816,
  "gap_ev": 8.5,
  "e_tot_ev": -30410.1744,
  "smiles": "CCCCOCCOCCOCc1cc2c(cc1CCC)OCO2",
  "spin_multiplicity": 1
}

{
  "formula": "C19H31AlBrFNO4",
  "method": "ωB97M-V with the def2-TZVPD basis set",
  "elements": ["C", "N", "C", "Al", "C", "C", "C", "O", "C", "C", "O", "C", "C", "C", "O", "O", "C", "C", "C", "Br", "H", "H", "H", "H", "H", "H", "H", "H", "H", "H", "H", "H", "H", "H", "H", "H", "H", "H", "H", "H", "H", "H", "H", "H", "H", "H", "F", "C", "C", "C", "C", "C", "C", "H", "H", "H", "H", "H"],
  "xyz": [[2.776661, -4.670473, -0.377169], [2.696778, -3.534130, -1.274561], [1.298745, -3.287292, -1.752072], [0.418529, -1.814530, -0.656663], [-1.495354, -2.408651, -0.283040], [-2.300277, -2.320658, -1.594492], [-3.594191, -3.135721, -1.625995], [-4.230397, -3.312907, -0.341755], [-5.119220, -2.357800, -0.001220], [-6.394537, -2.934386, 0.559624], [-4.925272, -1.171573, -0.130639], [1.470461, -1.387827, 1.020446], [2.777290, -0.643579, 0.613173], [3.821816, -0.649925, 1.680136], [4.969394, -1.030116, 1.571859], [3.364869, -0.176722, 2.889028], [0.243204, -0.079969, -1.754273], [-0.668042, 0.886013, -1.030278], [0.083643, 1.898288, -0.178897], [-1.843529, 1.908214, -2.312856], [2.351975, -4.414491, 0.598768], [3.826171, -4.929926, -0.209460], [2.251081, -5.564347, -0.752720], [3.276667, -3.750098, -2.077117], [0.722360, -4.227001, -1.685796], [1.324232, -3.030166, -2.817472], [-1.512524, -3.432384, 0.110146], [-1.969827, -1.761407, 0.463947], [-1.658544, -2.665902, -2.417007], [-2.522104, -1.267762, -1.782847], [-4.320119, -2.657908, -2.295027], [-3.404742, -4.133142, -2.024334], [-6.180793, -3.811726, 1.170926], [-6.872505, -2.173894, 1.178314], [-7.054588, -3.206227, -0.264808], [0.922132, -0.759719, 1.729558], [1.776237, -2.299231, 1.547209], [3.214563, -1.134903, -0.259638], [2.531837, 0.389448, 0.354954], [4.109315, 0.269415, 3.311395], [1.212898, 0.398263, -1.932059], [-0.212695, -0.356041, -2.707215], [-1.389517, 0.379732, -0.384673], [-0.582997, 2.668238, 0.213576], [0.507226, 1.347170, 0.666772], [0.873910, 2.361867, -0.771357], [-0.147803, 5.210391, -0.529737], [0.567478, 5.856353, 0.402313], [1.288317, 6.976671, 0.036649], [2.025539, 7.639496, 1.007179], [2.038789, 7.177096, 2.315985], [1.308447, 6.046290, 2.656450], [0.562311, 5.376770, 1.697929], [1.267961, 7.313911, -0.990717], [2.593031, 8.520611, 0.737875], [2.618748, 7.695393, 3.068023], [1.320871, 5.678690, 3.673887], [-0.013914, 4.494214, 1.939775]],
  "atomic_forces_ev_per_a": [[0.1767, 0.1780, 0.1904], [-0.0300, -0.2320, -0.4856], [0.0603, 0.1896, 0.4308], [-0.4032, -0.0882, 0.0955], [0.2181, 0.2846, -0.2509], [0.3050, 0.0181, 0.5293], [0.4015, 0.5475, -0.4553], [-0.7083, -0.2390, -0.3464], [0.3799, 0.5541, 0.1393], [0.2183, 0.2106, 0.5595], [-0.1826, -0.6480, -0.2367], [0.4931, 0.2013, -0.2864], [-0.3589, -0.6316, -0.0592], [0.6006, -0.1538, 0.1075], [-0.5536, 0.4118, 0.0405], [-0.1603, 0.5455, -0.3436], [-0.2517, -0.0469, 0.4459], [0.4680, -0.1428, 0.2536], [-0.2673, -0.1887, -0.0285], [-0.0802, 0.1135, 0.0068], [-0.0856, -0.0221, -0.0886], [-0.0435, 0.0006, 0.0196], [-0.0346, -0.0005, 0.0057], [0.0364, -0.0062, 0.0299], [-0.0112, -0.0242, -0.1083], [0.0877, 0.0545, 0.0229], [0.0180, 0.0028, 0.0332], [-0.1090, -0.1751, 0.0794], [-0.2545, -0.0154, -0.1374], [-0.0579, -0.0518, -0.0901], [0.0001, -0.0500, 0.0720], [-0.0428, -0.1306, 0.3764], [-0.0542, -0.0509, -0.1722], [-0.0682, -0.0753, -0.1437], [0.0488, -0.0670, 0.0141], [-0.0503, -0.1390, 0.0913], [-0.1965, -0.0303, 0.0653], [0.0703, 0.1280, 0.0619], [0.1497, 0.0502, 0.0510], [0.1599, -0.4511, 0.1724], [-0.0923, 0.0203, -0.2691], [0.1891, -0.1051, -0.0473], [-0.2419, 0.0894, -0.3523], [0.0643, -0.0377, -0.0532], [0.1650, 0.1019, -0.0620], [0.0222, 0.0767, 0.1349], [-0.0258, 0.0581, -0.0470], [0.0494, 0.0008, 0.0682], [0.0112, 0.0480, -0.0635], [-0.0191, -0.0391, 0.0439], [0.0121, 0.0153, 0.0124], [0.0157, 0.0415, -0.0410], [-0.0338, -0.0593, 0.0524], [-0.0173, -0.0177, -0.0048], [0.0092, 0.0012, -0.0136], [0.0027, -0.0014, 0.0037], [-0.0102, -0.0084, 0.0069], [0.0116, -0.0147, -0.0303]],
  "nbo_charge": [-0.40, -0.64, -0.80, 1.70, -1.00, -0.43, -0.06, -0.53, 0.80, -0.72, -0.58, -0.98, -0.53, 0.81, -0.62, -0.72, -1.01, -0.15, -0.64, -0.16, 0.19, 0.18, 0.15, 0.33, 0.16, 0.19, 0.20, 0.20, 0.19, 0.21, 0.17, 0.18, 0.23, 0.22, 0.23, 0.20, 0.20, 0.24, 0.22, 0.48, 0.20, 0.23, 0.20, 0.21, 0.22, 0.20, -0.31, 0.41, -0.29, -0.20, -0.24, -0.19, -0.28, 0.23, 0.21, 0.21, 0.21, 0.24],
  "max_force_ev_per_a": 0.8,
  "de_lowest_kcal_mol": 0.00,
  "homo_energy_ev": -4.425,
  "charge": -1,
  "gap_ev": 7.0,
  "e_tot_ev": -109245.0382,
  "spin_multiplicity": 1
}